Entry 1:
{
  "formula": "C5H5BrClN4O",
  "method": "ωB97M-V/def2-TZVPD",
  "species": ["C", "C", "C", "C", "C", "N", "N", "N", "N", "O", "Cl", "Br", "H", "H", "H", "H", "H"],
  "xyz": [[0.651, -0.120, -0.002], [-0.202, -1.220, 0.272], [1.961, -0.500, 0.138], [-2.147, 0.072, -0.006], [-0.058, 1.350, -0.280], [0.566, -2.294, 0.416], [1.831, -1.850, 0.338], [-1.539, -1.074, 0.158], [-1.460, 1.207, -0.055], [0.086, 1.672, -1.492], [0.570, 2.597, 0.971], [3.615, 0.263, -0.056], [-3.172, 0.187, -0.107], [2.442, -2.457, 0.867], [-2.152, -1.863, 0.317], [-1.992, 2.029, 0.050], [0.999, 1.999, -1.528]],
  "nbo_charge": [-0.203, 0.233, 0.048, 0.404, 0.467, -0.208, -0.320, -0.481, -0.536, -0.647, -0.067, 0.215, 0.244, 0.440, 0.456, 0.443, 0.512],
  "spin_multiplicity": 1,
  "charge": 1,
  "gap_ev": 8.98,
  "homo_energy_ev": -13.24,
  "e_lumo_ev": -4.26
}


Entry 2:
{
  "formula": "C13H16N2O6",
  "method": "ωB97M-V/def2-TZVPD",
  "species": ["C", "C", "C", "C", "C", "C", "C", "C", "C", "C", "C", "C", "C", "H", "H", "H", "H", "H", "H", "H", "H", "H", "H", "H", "H", "H", "H", "H", "H", "N", "N", "O", "O", "O", "O", "O", "O"],
  "xyz": [[-0.439, 0.223, 0.495], [-1.117, 0.065, 1.959], [0.099, 1.687, 0.317], [0.454, 2.194, -1.018], [1.806, 2.171, -1.473], [-0.464, 2.901, -1.787], [2.209, 2.703, -2.641], [-0.155, 3.197, -3.069], [1.120, 3.145, -3.530], [-0.909, -2.384, 1.613], [-2.072, -3.128, 0.948], [0.101, -3.190, 2.369], [1.574, -3.017, 1.915], [-1.210, 0.053, -1.502], [-2.323, 0.084, -0.448], [0.427, -0.373, 0.424], [0.875, 1.807, 1.055], [-0.752, 2.406, 0.595], [2.529, 1.576, -0.887], [-1.373, 3.092, -1.311], [3.307, 2.653, -2.899], [-0.806, 3.865, -3.719], [2.381, 3.756, -4.820], [-1.732, -1.243, 3.230], [-0.435, -2.063, 0.510], [0.203, -2.924, 3.459], [-0.213, -4.286, 2.546], [3.282, -3.816, 2.240], [-2.675, -1.548, 0.669], [-1.389, -0.202, -0.513], [-1.362, -1.213, 2.310], [-1.656, 1.035, 2.606], [1.403, 3.510, -4.749], [-2.155, -4.348, 1.094], [1.968, -2.329, 1.021], [2.429, -3.671, 2.727], [-2.931, -2.390, 0.265]],
  "nbo_charge": [-0.128, 0.678, -0.430, -0.073, -0.175, -0.173, -0.300, -0.307, 0.329, -0.212, 0.767, -0.557, 0.813, 0.396, 0.364, 0.214, 0.218, 0.223, 0.209, 0.210, 0.218, 0.226, 0.488, 0.419, 0.311, 0.254, 0.298, 0.505, 0.495, -0.876, -0.627, -0.619, -0.654, -0.588, -0.595, -0.692, -0.628],
  "spin_multiplicity": 1,
  "e_above_lowest_kj_mol": 331.1,
  "gap_ev": 8.69,
  "homo_energy_ev": -8.26,
  "e_lumo_ev": 0.43
}


Entry 3:
{
  "formula": "C15H24N3O",
  "method": "ωB97M-V/def2-TZVPD",
  "species": ["C", "C", "N", "C", "C", "C", "C", "C", "C", "C", "C", "C", "C", "C", "O", "H", "H", "H", "H", "H", "H", "H", "H", "H", "H", "H", "H", "H", "H", "H", "H", "C", "N", "C", "N", "H", "H", "H", "H", "H", "H", "H", "H"],
  "xyz": [[-4.963, -1.120, -0.855], [-3.948, -0.112, -0.340], [-2.590, -0.688, -0.336], [-1.534, 0.147, -0.507], [-0.215, -0.258, -0.399], [0.859, 0.643, -0.598], [2.172, 0.105, -0.937], [2.982, 0.712, -1.932], [4.270, 0.226, -2.194], [4.757, -0.897, -1.498], [3.935, -1.540, -0.568], [2.631, -1.087, -0.325], [-2.407, -2.067, 0.096], [-3.740, -2.629, 0.603], [-4.832, -2.417, -0.281], [-5.976, -0.761, -0.615], [-4.886, -1.236, -1.940], [-3.934, 0.802, -0.954], [-4.221, 0.172, 0.701], [-1.793, 1.177, -0.811], [-0.014, -1.345, -0.348], [0.621, 1.607, -1.055], [2.600, 1.577, -2.486], [4.914, 0.770, -2.891], [5.781, -1.218, -1.657], [4.324, -2.358, 0.029], [1.975, -1.614, 0.364], [-2.022, -2.712, -0.724], [-1.671, -2.124, 0.918], [-3.681, -3.727, 0.689], [-3.962, -2.206, 1.599], [2.272, 2.643, 1.075], [1.144, 1.679, 1.213], [-0.069, 2.388, 1.712], [1.527, 0.765, 2.257], [1.986, 3.436, 0.366], [2.478, 3.088, 2.075], [3.176, 2.125, 0.727], [-0.338, 3.180, 1.004], [-0.885, 1.674, 1.828], [0.163, 2.823, 2.699], [0.746, 0.111, 2.363], [2.364, 0.268, 1.936]],
  "nbo_charge": [-0.078, -0.242, -0.359, 0.179, -0.455, 0.052, -0.158, -0.165, -0.199, -0.171, -0.224, -0.140, -0.259, -0.077, -0.515, 0.203, 0.189, 0.228, 0.203, 0.213, 0.234, 0.216, 0.223, 0.235, 0.235, 0.231, 0.206, 0.219, 0.211, 0.223, 0.171, -0.438, -0.170, -0.433, -0.658, 0.219, 0.225, 0.227, 0.218, 0.211, 0.233, 0.363, 0.374],
  "spin_multiplicity": 1,
  "charge": 1,
  "e_above_lowest_kj_mol": 226.0,
  "gap_ev": 7.89,
  "homo_energy_ev": -11.57,
  "e_lumo_ev": -3.68
}


Entry 4:
{
  "formula": "C2H4N2O2",
  "method": "ωB97M-V/def2-TZVPD",
  "species": ["N", "C", "O", "N", "C", "O", "H", "H", "H", "H"],
  "xyz": [[1.811, 0.129, -0.111], [0.580, -0.412, 0.236], [0.440, -1.371, 0.952], [-0.495, 0.368, -0.246], [-1.834, 0.052, 0.029], [-2.331, -1.033, -0.124], [2.591, -0.412, 0.243], [1.941, 0.386, -1.080], [-0.292, 1.360, -0.292], [-2.410, 0.933, 0.392]],
  "nbo_charge": [-0.853, 0.786, -0.575, -0.701, 0.548, -0.507, 0.402, 0.390, 0.400, 0.109],
  "spin_multiplicity": 1,
  "e_above_lowest_kj_mol": 62.8,
  "gap_ev": 10.98,
  "homo_energy_ev": -10.34,
  "e_lumo_ev": 0.64
}


Entry 5:
{
  "formula": "C4H15N3O",
  "method": "ωB97M-V/def2-TZVPD",
  "species": ["C", "N", "C", "C", "N", "C", "N", "H", "H", "H", "H", "H", "H", "H", "H", "H", "H", "H", "H", "H", "H", "H", "O"],
  "xyz": [[-0.276, -0.808, 1.289], [-0.952, 0.103, 2.216], [0.630, -0.265, 0.248], [2.217, -0.631, 0.592], [0.091, -0.748, -1.144], [0.064, 0.477, -2.208], [-0.561, 1.623, -1.854], [0.184, -1.608, 1.903], [-1.078, -1.396, 0.647], [-1.312, -0.292, 3.097], [-0.236, 0.873, 2.532], [0.509, 0.867, 0.088], [2.637, -0.776, 1.572], [2.573, -1.523, 0.033], [2.852, 0.268, 0.177], [0.638, -1.495, -1.501], [-0.399, -0.156, -2.933], [1.085, 0.529, -2.595], [-1.387, 1.463, -1.154], [0.033, 2.209, -1.168], [-2.276, 0.814, 0.695], [-2.361, -0.200, -0.406], [-2.673, 0.673, -0.126]],
  "nbo_charge": [-0.249, -0.875, -0.079, -0.646, -0.687, -0.043, -0.841, 0.177, 0.195, 0.379, 0.358, 0.192, 0.220, 0.210, 0.205, 0.353, 0.181, 0.167, 0.414, 0.342, 0.490, 0.482, -0.946],
  "spin_multiplicity": 1,
  "e_above_lowest_kj_mol": 276.4,
  "gap_ev": 9.80,
  "homo_energy_ev": -8.94,
  "e_lumo_ev": 0.86
}


Entry 6:
{
  "formula": "C28H28F10N10STi",
  "method": "ωB97M-V/def2-TZVPD",
  "species": ["Ti", "C", "N", "C", "C", "N", "C", "C", "F", "C", "F", "C", "F", "C", "F", "C", "F", "C", "C", "N", "C", "C", "F", "C", "F", "C", "F", "C", "F", "C", "F", "H", "H", "H", "H", "H", "H", "H", "H", "H", "H", "H", "N", "C", "N", "C", "N", "C", "C", "N", "C", "C", "N", "H", "H", "H", "H", "H", "C", "N", "C", "C", "S", "N", "C", "C", "H", "H", "H", "H", "H", "H", "H", "H", "H", "H", "H", "H"],
  "xyz": [[0.036, -0.315, -0.367], [1.468, -0.803, 2.514], [0.315, -1.203, 1.709], [-0.909, -0.769, 2.379], [-2.103, -0.950, 1.447], [-1.873, -0.094, 0.296], [-2.973, 0.459, -0.229], [-4.277, -0.108, -0.222], [-4.451, -1.380, 0.207], [-5.395, 0.559, -0.687], [-6.591, -0.042, -0.645], [-5.287, 1.842, -1.217], [-6.371, 2.491, -1.675], [-4.028, 2.436, -1.265], [-3.890, 3.692, -1.728], [-2.926, 1.760, -0.787], [-1.716, 2.382, -0.784], [0.318, -2.672, 1.597], [0.877, -3.072, 0.232], [0.437, -2.147, -0.789], [-0.365, -2.585, -1.779], [-0.118, -2.151, -3.105], [0.908, -1.271, -3.260], [-0.847, -2.581, -4.192], [-0.603, -2.101, -5.421], [-1.839, -3.551, -4.017], [-2.509, -4.034, -5.077], [-2.130, -4.005, -2.732], [-3.100, -4.912, -2.557], [-1.425, -3.520, -1.647], [-1.783, -3.899, -0.394], [1.356, -1.164, 3.549], [1.574, 0.282, 2.519], [2.375, -1.236, 2.094], [-0.806, 0.299, 2.598], [-1.051, -1.323, 3.323], [-3.000, -0.634, 1.997], [-2.250, -2.005, 1.180], [-0.699, -3.055, 1.678], [0.904, -3.115, 2.412], [0.586, -4.102, -0.007], [1.975, -3.032, 0.253], [-0.976, 1.946, -3.685], [-1.364, 0.862, -2.985], [-0.428, 0.564, -2.101], [0.565, 1.496, -2.335], [0.234, 2.355, -3.286], [1.809, 1.331, -1.660], [2.954, 2.087, -1.912], [4.136, 1.778, -1.427], [4.197, 0.633, -0.707], [3.086, -0.103, -0.394], [1.848, 0.245, -0.803], [-1.466, 2.459, -4.401], [-2.289, 0.342, -3.143], [2.897, 2.962, -2.547], [5.188, 0.329, -0.402], [3.170, -1.016, 0.185], [-1.748, 3.738, 1.802], [-0.476, 4.413, 1.883], [-0.574, 5.856, 1.849], [0.694, 3.746, 1.779], [0.768, 2.170, 1.208], [1.840, 4.387, 2.140], [3.108, 3.808, 1.760], [1.928, 5.202, 3.338], [-2.304, 3.895, 2.731], [-1.586, 2.674, 1.647], [-2.335, 4.131, 0.971], [-1.294, 6.140, 1.076], [0.388, 6.297, 1.600], [-0.929, 6.254, 2.805], [3.044, 3.409, 0.752], [3.401, 2.998, 2.434], [3.864, 4.589, 1.794], [0.954, 5.345, 3.794], [2.369, 6.175, 3.108], [2.572, 4.702, 4.067]],
  "mulliken_spin": [0.919, 0.029, 0.024, -0.007, 0.033, -0.047, 0.042, -0.007, 0.000, 0.000, 0.000, -0.002, 0.000, -0.004, 0.000, -0.007, 0.001, 0.007, 0.030, -0.023, -0.018, -0.006, 0.008, -0.011, 0.000, 0.025, 0.001, -0.004, 0.000, 0.027, 0.001, 0.000, -0.005, -0.006, -0.002, -0.001, 0.001, -0.005, -0.002, 0.002, 0.000, -0.002, 0.010, 0.028, 0.048, -0.048, 0.090, 0.270, -0.058, 0.230, 0.068, 0.116, 0.143, 0.000, 0.003, -0.010, 0.007, 0.051, -0.002, -0.001, 0.000, 0.031, 0.028, -0.004, 0.013, 0.000, 0.000, 0.002, 0.000, 0.000, 0.000, 0.000, -0.008, 0.000, 0.001, 0.000, 0.000, 0.000],
  "spin_multiplicity": 3,
  "e_above_lowest_kj_mol": 130.0,
  "gap_ev": [5.94, 7.90],
  "s_squared": 2.022,
  "homo_energy_ev": [-5.67, -7.76],
  "e_lumo_ev": [0.27, 0.14]
}